Molecular formula: C33H75N3O6
Method: DFT, ωB97M-V/def2-TZVPD

Last column: Mulliken spin population.
Element x y z (Å)
C 5.043 2.550 1.749  0.0000
C 5.849 3.696 2.432  0.0000
O 6.625 3.146 3.513  0.0000
H 4.182 2.946 1.210  0.0000
H 4.646 1.872 2.505  0.0000
H 5.662 1.939 1.091  0.0000
H 5.243 4.522 2.803  0.0000
H 6.597 4.114 1.757  0.0000
H 6.583 3.690 4.302  0.0000
C -1.709 3.068 2.313  0.0003
C -0.878 2.716 3.584  0.0000
O 0.396 2.418 3.193  0.0000
H -2.690 3.466 2.573  0.0000
H -2.026 2.144 1.829  0.0000
H -1.203 3.738 1.617  -0.0003
H -1.326 1.844 4.061  0.0000
H -0.899 3.469 4.371  0.0000
H 0.837 2.182 4.012  0.0000
C 0.116 0.138 -0.300  -0.0004
C 1.142 1.297 -0.238  0.0001
O 1.867 1.052 0.914  0.0000
H 0.462 -0.737 0.252  0.0000
H -0.115 -0.198 -1.311  0.0000
H -0.867 0.429 0.070  0.0001
H 0.750 2.301 -0.404  0.0002
H 1.821 1.235 -1.088  0.0001
H 1.670 1.826 1.446  0.0001
C -3.804 -6.742 -0.906  0.0000
C -3.767 -5.440 0.002  0.0000
C -2.280 -5.193 0.393  0.0000
C -1.390 -4.778 -0.824  0.0000
C -1.958 -3.580 -1.596  0.0000
C -3.469 -3.650 -1.870  0.0000
N -4.197 -4.151 -0.678  0.0000
O -5.597 -4.223 -0.857  0.0000
C -3.985 -2.281 -2.152  0.0000
C -3.574 -4.457 -3.195  0.0000
C -4.615 -5.653 1.343  0.0000
H -4.789 -6.851 -1.359  0.0000
H -3.532 -7.630 -0.335  0.0000
H -3.099 -6.672 -1.734  0.0000
H -2.255 -4.326 1.052  0.0000
H -1.921 -6.112 0.856  0.0000
H -1.337 -5.629 -1.503  0.0000
H -0.412 -4.608 -0.374  0.0000
H -1.369 -3.610 -2.512  0.0000
H -1.581 -2.707 -1.063  0.0000
H -3.334 -1.807 -2.886  0.0000
H -5.013 -2.436 -2.480  0.0000
H -4.193 -1.670 -1.274  0.0000
H -4.612 -4.455 -3.527  0.0000
H -3.126 -3.929 -4.037  0.0000
H -3.193 -5.464 -3.369  0.0000
H -5.340 -6.410 1.045  0.0000
H -5.030 -4.690 1.640  0.0000
H -4.023 -6.191 2.084  0.0000
H -5.890 -3.461 -0.352  0.0000
C -2.109 6.172 -0.832  0.0402
C -2.607 5.511 -2.111  0.0073
C -4.068 5.569 -2.070  0.0112
C -4.684 5.094 -3.350  -0.0121
C -4.271 5.994 -4.500  0.0045
C -2.750 6.248 -4.623  -0.0098
N -2.125 6.329 -3.239  0.7166
O -0.768 6.532 -3.252  0.0672
C -2.123 5.054 -5.339  0.0664
C -2.593 7.568 -5.299  0.0236
C -2.030 4.005 -2.164  0.0947
H -2.313 5.482 -0.014  0.0025
H -2.583 7.141 -0.676  -0.0049
H -1.037 6.367 -0.798  0.0016
H -4.557 5.151 -1.190  -0.0013
H -4.509 6.564 -2.137  -0.0153
H -5.765 5.140 -3.212  0.0005
H -4.500 4.053 -3.613  0.0010
H -4.743 6.977 -4.512  0.0010
H -4.612 5.425 -5.364  -0.0012
H -2.441 5.120 -6.379  0.0040
H -1.053 5.002 -5.136  -0.0009
H -2.635 4.131 -5.066  -0.0012
H -2.816 8.414 -4.648  -0.0057
H -1.522 7.685 -5.461  -0.0005
H -3.217 7.694 -6.183  0.0012
H -2.398 3.489 -1.278  0.0050
H -0.973 4.023 -1.902  -0.0098
H -2.336 3.545 -3.104  0.0010
H -0.727 7.381 -2.806  0.0133
C 4.040 -5.223 1.110  0.0000
C 4.051 -4.278 2.251  0.0000
C 4.897 -4.972 3.431  0.0000
C 5.300 -4.070 4.561  0.0000
C 6.022 -2.814 3.947  0.0000
C 5.294 -2.072 2.826  0.0000
N 4.751 -3.048 1.873  0.0000
O 4.263 -2.354 0.719  0.0000
C 4.207 -1.065 3.305  0.0000
C 6.413 -1.180 2.101  0.0000
C 2.646 -4.017 2.737  0.0000
H 3.654 -4.757 0.204  0.0000
H 3.365 -6.077 1.163  0.0000
H 5.067 -5.539 0.927  0.0000
H 4.423 -5.905 3.736  0.0000
H 5.845 -5.355 3.054  0.0000
H 5.835 -4.592 5.354  0.0000
H 4.394 -3.700 5.041  0.0000
H 7.080 -2.858 3.692  0.0000
H 6.064 -2.166 4.823  0.0000
H 3.857 -0.546 2.413  0.0000
H 3.320 -1.390 3.850  0.0000
H 4.618 -0.242 3.890  0.0000
H 6.996 -0.547 2.770  0.0000
H 7.102 -1.752 1.481  0.0000
H 5.809 -0.503 1.497  0.0000
H 2.663 -3.603 3.745  0.0000
H 2.188 -4.992 2.901  0.0000
H 2.099 -3.437 1.993  0.0000
H 3.513 -1.866 1.068  0.0000

As for the HOMO energy (alpha / beta): -9.19 / -9.19 eV. As for the HOMO-LUMO gap (alpha / beta): 6.40 / 2.26 eV. As for the spin multiplicity: 2. The energy above the lowest of the compared OMol25 structures with the same formula, charge and spin comes out at 0.000 eV. The net charge is +1. The value obtained for the energy is -52177.6996 eV.